ORCA calculation (ωB97M-V/def2-TZVPD) on the molecule C2H3FO2.

Computed properties:
total energy	-8928.608	eV
Kohn-Sham gap	9.51	eV
max |F|	0.070	hartree/bohr
HOMO energy	-9.40	eV
molecular weight	78.04	Da
energy above the lowest of the compared OMol25 structures with the same formula, charge and spin	147.31	kcal/mol

Last column: natural (NBO) charge in e.
Geometry (Å):
C -0.3107 -0.1522 1.0847  -0.6655
C 0.2620 0.1145 -0.4355  0.8063
O -0.4150 -0.0624 -2.9217  -0.3919
O 0.1978 0.1344 -1.7022  -0.1679
F 1.5199 0.5823 -0.1741  -0.3322
H -0.5069 -1.2130 1.1954  0.2487
H -1.2241 0.4172 1.2078  0.2475
H 0.4771 0.1792 1.7455  0.2551

Cartesian forces (eV/Å) of the 3 atoms listed first:
C -0.3 -0.1 -3.0
C 1.3 0.5 -1.4
O -1.3 -0.5 0.5